Below is a 2-piece molecular cluster, C10H15NO2 overall, with properties calculated with the ωB97M-V functional and the def2-TZVPD basis.

The value obtained for the orbital gap is 0.3068 Ha. As for the total energy: -16196.2956 eV. The total charge is 0. The SMILES is Cc1ccc(O)cc1.CCC(N)=O.

Last column: Löwdin charge in e.
Cartesian coordinates (Å):
C (1.282803, -0.000182, -1.494069)  -0.529
N (2.395947, 0.524747, -0.800999)  0.123
H (1.589385, -3.286966, -2.248352)  0.063
H (3.172946, -2.552367, -2.190920)  0.048
C (-1.390887, -0.912974, 1.851074)  -0.014
H (-1.993929, 2.584440, -0.027953)  0.124
C (-1.018954, 1.543205, 1.718441)  -0.309
H (-0.244285, 0.390885, 3.244877)  0.109
H (1.941356, -2.588600, -0.757743)  0.102
C (-1.875420, 1.607752, 0.517483)  -0.033
H (-2.805964, 0.219957, -1.025133)  0.133
H (-1.212303, 3.722033, 1.951038)  0.099
C (-0.937677, 0.338387, 2.382646)  -0.074
H (2.018342, -0.679209, -3.369733)  0.097
C (-0.466630, 2.864110, 2.111788)  -0.093
H (-2.666873, -2.980627, 0.625563)  0.231
H (0.312035, 3.225330, 1.417719)  0.066
H (3.292029, 0.095192, -1.155784)  0.116
C (-2.307097, 0.395164, -0.039196)  -0.067
H (2.241904, 1.434355, -0.345796)  0.109
C (-2.183435, -0.795760, 0.658674)  -0.340
C (2.148723, -2.396265, -1.878360)  -0.073
O (0.214929, 0.515121, -1.169648)  0.044
O (-2.702484, -1.964688, 0.091971)  -0.082
H (-0.980662, -1.848086, 2.245657)  0.101
C (1.538304, -1.028959, -2.502071)  -0.142
H (0.062934, 2.870468, 3.101192)  0.085
H (0.574965, -1.296470, -2.912371)  0.106

Forces on atoms 1 to 6 (eV/Å):
C 0.3 3.6 2.9
N 0.5 -2.0 -1.9
H 0.3 0.8 -0.4
H 0.3 0.1 0.5
C -0.5 2.5 -1.1
H 0.1 -1.2 0.6



Below is one molecule with the formula C15H14ClNO3S, with properties calculated with the ωB97M-V functional and the def2-TZVPD basis.

The value obtained for the orbital gap is 0.2305 Ha. As for the total energy: -46760.0365 eV. The total charge is 0. The SMILES is O=S1(=O)CC[C@@H](/N=C/c2ccc(-c3ccc(Cl)cc3)o2)C1.

Last column: Löwdin charge in e.
Cartesian coordinates (Å):
C (-3.404644, -0.218849, -0.154376)  -0.064
C (3.938636, 0.575703, -1.230831)  -0.245
C (-5.881830, 1.050631, 0.070108)  -0.504
Cl (-7.375422, 2.028178, 0.055183)  0.565
C (-4.648832, -0.948144, 0.302069)  -0.068
H (-2.421975, -3.191730, 0.366914)  0.126
O (5.109906, 2.764802, 0.016952)  -0.348
H (2.696004, 0.515994, 1.754912)  0.139
O (2.554821, 2.574065, 0.009381)  -0.397
H (4.293854, -1.473871, -1.081664)  0.134
C (-4.576668, 1.938868, -0.278072)  -0.059
C (3.704237, -0.693833, -0.698739)  -0.407
O (-0.915666, -0.124513, -0.280993)  0.169
C (4.380173, -0.708543, 0.672410)  -0.104
H (-2.601761, 1.732792, -0.467666)  0.116
C (-2.089045, -0.782931, 0.000225)  -0.087
C (3.813769, 0.685090, 1.405900)  -0.171
H (-4.546324, -1.812612, 0.085094)  0.015
H (-6.772672, -0.771412, 0.514641)  0.121
H (3.165072, 0.909966, -2.113891)  0.184
H (4.870172, 0.688586, -1.844611)  0.134
C (-0.478073, -2.171481, -0.062268)  -0.086
H (1.309870, 0.596911, -0.520767)  0.128
H (4.334870, 1.019220, 2.205192)  0.043
C (0.001676, -0.786024, -0.208056)  -0.348
H (4.101064, -1.502611, 1.482267)  0.156
S (3.911404, 1.864723, 0.012378)  0.767
H (-4.849429, 2.993903, -0.208860)  0.091
N (2.335506, -1.177036, -0.506787)  0.140
H (0.289637, -2.968664, 0.097776)  0.125
C (1.409003, -0.491025, -0.455436)  -0.167
H (5.343182, -0.535081, 0.880255)  0.059
C (-5.760941, -0.430936, 0.236789)  -0.128
C (-1.744577, -2.376788, 0.048367)  0.072
C (-3.494997, 1.226641, -0.103797)  -0.103

Forces on atoms 1 to 6 (eV/Å):
C -1.7 2.2 3.6
C -0.3 4.9 -6.0
C 3.6 1.3 -1.4
Cl 0.8 -1.3 0.1
C 10.6 6.5 -1.2
H 0.7 0.8 -0.6